1.
Molecular formula: C4H12N2O3P
Method: DFT, the ωB97M-V functional and the def2-TZVPD basis

As for the strongest force on any atom: 0.1053 hartree/bohr. The calculation puts the frontier orbital gap at 7.995 eV. For the energy relative to the best compared isomer or geometry (same formula, charge and spin), the calculation gives 153.6 kJ/mol. Its total charge is -1. Its LUMO energy is 3.69 eV. The HOMO energy comes out at -4.30 eV. For the total energy, the calculation gives -836.278536 Ha.

Atoms and positions in Å:
P  -0.89480  1.96434  0.86006
O  0.05157  3.14146  0.81430
O  -2.41511  2.49545  0.43885
O  -1.18821  1.43623  2.21463
N  -1.73148  -0.44390  -0.07206
N  1.67186  0.70055  0.97969
C  -0.75172  0.47175  -0.41897
C  1.03667  -2.20503  -1.42535
C  1.47094  -1.43099  -0.15745
C  1.14649  -0.00676  -0.23408
H  2.45357  -1.60720  0.17333
H  0.99830  -3.34425  -1.32720
H  1.86494  -2.04632  -2.22817
H  0.08838  -1.84437  -1.69235
H  -2.64986  -0.38013  -0.48076
H  0.73087  -1.91911  0.74228
H  -3.00241  1.81885  0.80184
H  -1.86278  -0.40535  0.95686
H  0.95123  0.47650  1.68025
H  1.50320  0.53130  -1.12338
H  -0.81076  0.95252  -1.42359
H  1.33911  1.64446  0.92126

Atomic partial charges in e from the Mulliken method, atoms 1 to 6:
1. P 0.709
2. O -0.827
3. O -0.579
4. O -0.760
5. N -0.589
6. N -0.972

---

2.
Molecular formula: C2H6ClPS2
Method: DFT, the ωB97M-V functional and the def2-TZVPD basis

As for the strongest force on any atom: 0.0525 hartree/bohr. The calculation puts the frontier orbital gap (spin up / spin down) at 6.276 / 6.251 eV. For the energy relative to the best compared isomer or geometry (same formula, charge and spin), the calculation gives 368.1 kJ/mol. Its total charge is 0. Its LUMO energy (spin up / spin down) is -2.65 / -2.65 eV. The HOMO energy (spin up / spin down) comes out at -8.93 / -8.90 eV. For the total energy, the calculation gives -1677.627611 Ha.

Atoms and positions in Å:
Cl  -2.02077  1.18254  -0.31369
S  0.63833  -0.09720  1.13950
S  -0.20083  -3.06490  -2.05049
P  -0.19393  0.47854  -0.77414
C  0.66620  2.04596  -0.94411
C  -0.10025  -1.73499  1.35397
H  0.03858  -2.05531  2.40367
H  -1.20703  -1.45469  1.34372
H  -0.14260  2.81392  -1.06976
H  0.15719  -2.61193  0.75665
H  1.10801  2.30139  0.02889
H  1.25710  2.19668  -1.87420

Atomic partial charges in e from the Mulliken method, atoms 1 to 6:
1. Cl -0.240
2. S -0.113
3. S -0.045
4. P 0.317
5. C -0.892
6. C -0.733

---

3.
Molecular formula: C5H16O3
Method: DFT, the ωB97M-V functional and the def2-TZVPD basis

As for the strongest force on any atom: 0.0474 hartree/bohr. The SMILES is CC=C(C)C.O.O.O. The calculation puts the frontier orbital gap at 9.838 eV. For the energy relative to the best compared isomer or geometry (same formula, charge and spin), the calculation gives 73.6 kJ/mol. Its total charge is 0. Its LUMO energy is 0.52 eV. The HOMO energy comes out at -9.32 eV. For the total energy, the calculation gives -425.782693 Ha.

Atoms and positions in Å:
O  -1.85652  -1.44054  2.46328
O  -3.18196  0.51514  -1.64667
O  2.27684  0.05776  3.06489
C  -0.32727  0.01579  -0.22168
C  1.68510  0.90460  -1.41639
C  0.65862  -0.14881  -1.10552
C  -0.55984  0.99440  0.89007
C  0.65553  -1.36866  -1.98924
H  -1.09781  -1.94065  2.16372
H  2.13999  1.01419  3.01230
H  1.51128  1.83162  -0.84770
H  -1.02429  -0.83113  -0.15808
H  -0.11069  -1.36731  -2.76592
H  0.53117  -2.26444  -1.39553
H  -2.44397  1.10808  -1.48343
H  1.58460  -1.47063  -2.52692
H  1.70041  1.17051  -2.47814
H  1.63702  -0.29709  3.68453
H  -1.96571  -0.63266  1.96273
H  0.06154  0.75320  1.73675
H  -1.60371  1.22865  1.07420
H  -0.14406  1.98652  0.65789
H  -2.83187  -0.36751  -1.48924
H  2.70561  0.54898  -1.18587

Atomic partial charges in e from the Mulliken method, atoms 1 to 6:
1. O -0.637
2. O -0.635
3. O -0.650
4. C -0.183
5. C -1.272
6. C 0.915